(1)
Here is a cluster of 13 separate species, H26O13 in total from OMol25. Energies are from ωB97M-V/def2-TZVPD.

```
39
Properties=species:S:1:pos:R:3
H 1.842 -0.267 1.159
H 3.099 -1.437 -1.287
H -3.591 -1.607 -2.111
O 0.699 -2.649 0.573
H 1.867 2.840 2.025
H 1.616 1.204 1.183
H -4.350 -0.967 3.010
H 2.356 -2.483 -2.136
H -0.475 -0.422 -2.429
O -3.778 -0.526 0.144
H -4.225 -2.502 3.121
O -0.466 -0.475 0.018
O -3.636 -1.675 3.045
O 2.395 2.808 2.784
H 3.055 -2.105 1.962
O -0.288 3.559 -1.521
H -0.365 4.145 -0.698
H -2.624 2.681 0.600
H 3.610 0.050 -1.824
O 0.197 0.299 -2.363
O -3.690 -0.924 -2.803
O 4.448 0.350 -1.442
O 1.822 0.532 1.821
H -0.286 2.721 -1.019
O 3.021 -1.962 0.980
O -2.036 3.289 0.095
H -4.591 -0.064 -0.079
H -0.093 -2.398 -0.023
H -2.845 -0.527 -2.641
H -0.363 -0.033 -0.780
H -3.916 -0.882 1.078
H 0.728 -3.563 0.357
H -1.033 0.133 0.532
H 1.964 3.346 3.463
H 0.809 0.273 -3.024
H -1.148 3.205 0.455
O 2.619 -2.259 -1.201
H 3.239 -2.923 0.719
H 4.412 1.217 -1.742
```

Properties
Kohn-Sham gap in eV: 9.454
LUMO in eV: -0.294


(2)
Here is the molecule C3H3Cl3 from OMol25. Energies are from ωB97M-V/def2-TZVPD.

```
9
Properties=species:S:1:pos:R:3
Cl 0.309 -0.164 -2.162
C -0.095 -0.138 -0.424
H -2.084 -0.530 -0.996
Cl 2.414 -0.626 0.555
C -1.369 -0.411 -0.225
H 1.172 1.172 -0.098
H -1.703 -0.385 0.755
C 0.904 0.357 0.496
Cl 0.451 0.725 2.098
```

Properties
Kohn-Sham gap in eV: 10.754
LUMO in eV: 0.577
SMILES: C=C(Cl)C(Cl)Cl


(3)
Here is a structure of composition H20KrO10 from OMol25. Energies are from ωB97M-V/def2-TZVPD.

```
31
Properties=species:S:1:pos:R:3
H 19.254 -7.802 8.999
H 14.292 -2.630 11.350
H 12.197 -4.666 9.295
O 14.686 -6.645 13.904
O 12.309 -4.495 10.231
H 15.199 -5.839 13.845
H 17.882 -6.566 12.728
H 12.229 -5.833 11.488
H 14.216 -8.085 6.588
H 12.843 -7.601 7.001
H 14.635 -8.308 13.169
O 17.797 -7.497 12.524
Kr 15.239 -7.141 9.998
H 11.494 -4.068 10.496
H 11.754 -5.618 12.909
H 14.577 -10.279 10.386
H 19.050 -6.308 8.866
H 13.939 -4.016 10.855
H 15.161 -10.136 6.423
O 14.638 -10.948 9.704
H 13.907 -9.618 12.952
H 14.943 -10.475 8.930
O 12.235 -6.234 12.357
O 18.658 -7.149 8.631
O 14.685 -3.457 11.073
H 13.906 -6.472 13.377
H 16.133 -9.297 7.225
O 15.212 -9.553 7.181
O 14.693 -9.137 12.692
H 17.343 -7.517 11.681
O 13.575 -7.395 6.420
```

Properties
Kohn-Sham gap in eV: 10.241
LUMO in eV: -0.302


(4)
Here is the molecule C3H4Cl2N2S from OMol25. Energies are from ωB97M-V/def2-TZVPD.

```
12
Properties=species:S:1:pos:R:3
C -1.159 -0.258 -0.066
C 1.466 -0.126 0.034
Cl -1.345 1.160 -1.085
H 0.158 1.124 1.973
H 0.021 -1.748 0.776
N 1.571 1.115 0.339
Cl -2.494 -1.143 0.459
C 0.032 -0.687 0.326
S 2.734 -1.142 -0.427
H 2.495 1.629 0.259
N 0.805 1.867 1.355
H 0.180 2.554 0.839
```

Properties
Kohn-Sham gap in eV: 8.299
LUMO in eV: -0.206
SMILES: NNC(=S)C=C(Cl)Cl


(5)
Here is the molecule C22H26N2O5 from OMol25. Energies are from ωB97M-V/def2-TZVPD.

```
55
Properties=species:S:1:pos:R:3
H 0.292 5.072 1.236
H -6.361 -1.074 -0.680
C 5.090 -0.095 1.000
H -5.353 -2.473 -1.153
H -1.453 0.370 2.462
H -6.638 -2.667 0.064
C -1.013 -3.475 -0.687
H -1.152 -3.125 -1.716
H 3.547 -5.377 0.379
C -1.740 0.790 0.384
H 6.059 -0.432 1.366
H -0.657 4.530 -0.940
C 3.057 -1.139 0.352
C -3.967 -0.882 0.565
C -2.066 0.185 1.595
H 5.229 0.459 0.066
N -0.603 1.610 0.279
O -0.819 2.860 2.193
C 1.150 0.086 -0.434
C 0.958 4.641 0.490
C 1.093 3.130 0.694
H 2.976 1.001 0.143
C -2.548 0.567 -0.723
C 1.174 3.590 -1.620
H 2.179 3.925 -1.899
H -1.355 -4.506 -0.612
H -0.008 1.339 -1.733
H 0.677 3.220 -2.518
C 2.700 -4.735 0.136
C 0.460 -1.103 -0.593
H -1.598 -2.847 -0.007
H 4.630 0.561 1.746
C 0.442 1.396 -0.733
O 4.335 -1.265 0.803
C 0.416 4.729 -0.934
C -0.218 2.527 1.197
O -5.014 -1.732 0.756
C 2.449 0.068 0.045
H -3.430 -1.114 2.614
H 1.805 -5.107 0.639
C 1.033 -2.322 -0.245
N 1.323 2.533 -0.623
C -3.168 -0.637 1.683
C 2.355 -2.354 0.217
C -3.650 -0.266 -0.641
H 1.895 2.876 1.395
H -0.545 -1.077 -0.975
H 1.933 5.124 0.558
H -2.319 1.044 -1.665
H -4.252 -0.421 -1.522
C -5.879 -1.990 -0.323
O 3.068 -3.455 0.594
O 0.345 -3.508 -0.327
H 0.599 5.694 -1.401
H 2.536 -4.746 -0.944
```

Properties
Kohn-Sham gap in eV: 8.396
LUMO in eV: 0.610
SMILES: COc1ccc(N2C(=O)[C@@H]3CCCN3[C@H]2c2cc(OC)c(OC)c(OC)c2)cc1


(6)
Here is a cluster of 2 separate species, C2H7N3 in total from OMol25. Energies are from ωB97M-V/def2-TZVPD.

```
12
Properties=species:S:1:pos:R:3
H 1.851 -1.169 -1.101
H -1.563 2.155 0.968
H 3.046 -0.333 0.032
H -1.291 -0.440 -1.461
C -1.206 0.466 -0.953
H -2.064 1.122 -1.148
H -0.860 0.976 2.254
N -0.967 0.220 0.409
N 2.207 -0.223 -0.640
N 1.921 0.834 -1.052
H -0.291 1.020 -1.432
C -1.113 1.166 1.221
```

Properties
Kohn-Sham gap in eV: 9.041
LUMO in eV: 0.951


(7)
Here is a structure of composition C42H69P4PtSi from OMol25. Energies are from ωB97M-V/def2-TZVPD.

```
117
Properties=species:S:1:pos:R:3
C -1.873 4.030 -0.266
H -1.052 -5.333 2.253
H -2.104 1.026 2.631
H 1.405 4.195 -4.229
H 2.737 -5.488 0.177
C 3.989 1.885 1.529
H 2.965 -0.007 3.795
C -2.522 -0.498 -2.267
C 2.299 -4.538 -0.134
H 2.671 -0.845 -3.314
H -5.413 -0.403 1.980
C 1.382 2.342 3.928
H 1.446 1.730 4.820
H -4.145 0.815 1.834
Pt 0.023 -0.442 0.330
C 0.865 3.277 -2.362
H -5.538 0.873 0.773
C -2.779 1.803 -0.505
H -0.962 -4.838 -0.925
H -5.741 -0.541 -1.226
H -5.168 4.169 -1.038
P 2.678 0.215 -0.326
H 2.648 -0.882 2.293
H -3.598 1.130 -3.222
H -0.458 -2.431 -2.782
H 1.321 -1.794 5.702
H -1.137 1.004 -3.016
C -5.170 -1.320 -0.716
C 1.659 3.442 -3.491
H -4.636 -0.259 -2.865
C -1.841 -4.704 1.836
C 1.211 3.954 1.684
H -2.016 -3.443 -1.067
H 3.028 -1.774 3.776
P -0.126 -2.939 0.269
C 4.645 -1.616 -1.507
H 5.664 0.681 -1.250
H 2.343 4.008 4.876
H 1.487 -3.878 1.772
C 3.088 1.663 -2.737
H 4.918 2.147 2.046
C 1.883 3.635 3.967
H -1.075 -4.006 -3.281
C -1.610 1.461 4.659
H -5.884 -1.927 -0.152
C 2.359 -1.534 -2.529
H 1.988 -4.650 -1.176
H -1.788 -1.481 4.361
P 0.041 0.184 2.685
H 3.094 -3.797 -0.093
C -4.840 0.198 1.269
H -0.969 -2.845 2.501
H 2.503 -2.554 -2.901
C 5.355 1.375 -0.472
H -2.661 -4.697 2.559
H -0.251 -1.021 5.537
C 1.162 2.296 -1.405
H 3.266 1.552 2.273
H -0.014 3.904 -2.238
H 3.958 1.036 -2.901
C -1.177 -0.082 -2.882
C -3.636 0.041 -3.168
C -1.608 0.510 3.457
C -0.974 -3.769 -1.136
H -3.247 5.659 -0.544
Si 0.030 1.893 0.042
H -3.757 -1.569 0.826
H -4.880 1.737 -1.009
C 0.721 2.644 1.618
H -4.713 -1.965 -1.470
C 2.501 -0.903 3.375
C 3.167 -1.334 -1.245
C 2.300 1.485 -1.597
H -2.704 -1.282 2.866
H 1.208 -0.042 5.716
C -0.448 -3.497 -2.547
H 5.021 2.301 -0.944
H -0.325 -0.360 -2.267
H -2.650 1.639 4.947
H -1.164 2.426 4.427
H 1.189 4.583 0.795
P -2.558 -0.016 -0.460
H -2.216 -5.183 0.928
H 0.572 -3.860 -2.681
H -1.040 4.696 -0.046
H 0.534 -5.093 0.946
H 3.602 2.796 1.064
H 5.273 -1.476 -0.626
C -3.116 4.582 -0.540
H 6.240 1.614 0.127
H -2.575 -1.592 -2.255
C 2.769 2.631 -3.680
C -4.026 2.372 -0.797
H -1.057 -0.544 -3.868
H 5.041 -1.001 -2.318
C 4.275 0.827 0.463
H -1.096 1.037 5.526
H 3.387 2.749 -4.563
H -3.471 -0.338 -4.182
H -2.212 -2.643 1.313
C -2.379 -0.774 3.771
C 1.791 4.448 2.843
H 4.661 -0.067 0.966
C -4.194 3.747 -0.815
C -4.147 -0.728 0.257
H 2.183 5.460 2.869
H 0.652 -1.949 3.391
C 0.799 -0.943 5.258
H 2.816 -2.071 -0.533
C 1.014 -0.981 3.743
C 0.806 1.839 2.758
C -1.371 -3.268 1.586
C -1.675 2.639 -0.255
C 1.124 -4.192 0.788
H 4.748 -2.661 -1.822
H -3.268 -0.528 4.356
H 1.296 -1.384 -2.361
```

Properties
Multiplicity: 3
Kohn-Sham gap (spin up / spin down) in eV: 6.130 / 7.385
LUMO (spin up / spin down) in eV: -1.602 / -3.380
Charge: +1


(8)
Here is a structure of composition C3H7NO4 from OMol25. Energies are from ωB97M-V/def2-TZVPD.

```
15
Properties=species:S:1:pos:R:3
O -1.858 -0.424 0.889
H 2.176 1.268 1.074
H 2.012 -0.448 1.515
O 2.599 -0.687 -1.175
C 1.848 0.301 0.798
O 0.104 -0.912 -0.283
H -0.683 0.712 2.163
O -2.923 0.661 -1.317
H 1.201 0.802 -1.173
C 1.785 0.081 -0.553
H -2.515 -0.224 0.136
H -3.474 0.758 -2.076
C -0.559 -0.028 0.383
H -0.865 0.667 -0.480
N 0.046 0.746 1.453
```

Properties
Kohn-Sham gap in eV: 5.149
LUMO in eV: -4.777


Per-record max |F|, eV/Å: 4.44, 3.49, 0.88, 5.52, 0.59, 3.87, 0.70, 8.24
Per-record total energy, eV: -27035.497, -40725.800, -95729.518, -42033.574, -36452.398, -6653.794, -92951.092, -12893.670